{
  "formula": "C16H34N5O9P2",
  "method": "ωB97M-V/def2-TZVPD",
  "elements": ["N", "P", "N", "P", "O", "O", "C", "C", "C", "C", "C", "O", "C", "O", "C", "C", "C", "N", "O", "C", "O", "O", "H", "H", "H", "H", "H", "H", "H", "H", "H", "H", "H", "H", "H", "H", "H", "H", "H", "H", "H", "H", "C", "C", "O", "N", "C", "H", "H", "H", "H", "H", "H", "H", "C", "C", "O", "N", "C", "H", "H", "H", "H", "H", "H", "H"],
  "positions_angstrom": [[5.81219, 4.76024, 0.63060], [5.57918, 3.85091, 1.92356], [4.19471, 2.76691, 1.88013], [4.64855, 1.44013, 0.82986], [5.18141, 0.07362, 1.73874], [5.78871, 1.88191, -0.38178], [2.87319, 3.39031, 1.62781], [1.79016, 2.63436, 2.55759], [1.54171, 1.08822, 2.24464], [0.72086, 0.74520, 0.91458], [-0.87843, 0.93524, 1.16819], [-1.54770, 1.04852, -0.11852], [-1.41905, -0.17006, -0.84544], [-0.65746, -0.21098, -1.84236], [2.43013, 3.61586, 0.11569], [0.87339, 4.00050, -0.09840], [0.52103, 5.54152, 0.07082], [0.94225, 6.64594, -0.80161], [-0.20188, 5.85784, 1.07044], [2.94038, 4.89448, 2.27652], [2.78839, 5.09255, 3.54541], [3.21454, 6.02523, 1.53011], [6.71221, 4.49226, 0.19957], [5.53702, 4.59604, 3.16795], [6.75058, 2.99671, 2.05353], [5.65670, -0.51021, 1.10629], [6.11800, 1.07354, -0.83037], [0.76122, 3.16329, 2.56063], [2.12985, 2.67492, 3.66255], [2.48659, 0.42422, 2.31492], [0.87900, 0.69933, 3.11761], [0.84533, -0.39551, 0.74271], [1.08379, 1.24173, -0.03983], [-0.98939, 1.96040, 1.69156], [-1.30759, 0.13630, 1.86098], [-1.99587, -1.10452, -0.49322], [2.57833, 2.69735, -0.57354], [3.02625, 4.45511, -0.41314], [0.14191, 3.39372, 0.52159], [0.64826, 3.73208, -1.20381], [1.89679, 6.51916, -1.16190], [0.25620, 6.84057, -1.54039], [-1.38128, -5.02058, -1.07276], [-1.81679, -4.14626, 0.07063], [-1.82336, -2.92343, -0.00896], [-2.21252, -4.75194, 1.22127], [-2.27599, -6.16706, 1.51041], [-1.09523, -4.39578, -1.91961], [-0.51668, -5.61981, -0.77816], [-2.20438, -5.66764, -1.38339], [-2.48999, -4.10096, 1.94235], [-3.30711, -6.41801, 1.76840], [-1.63306, -6.37075, 2.36969], [-1.95609, -6.77541, 0.66705], [-5.95697, -5.87547, -3.21449], [-5.26599, -4.76306, -2.47174], [-4.76258, -4.92929, -1.36844], [-5.20993, -3.53962, -3.06426], [-5.73876, -3.14297, -4.35107], [-5.92084, -6.78704, -2.61727], [-7.00397, -5.61751, -3.38796], [-5.45087, -6.06417, -4.16383], [-4.73132, -2.84529, -2.50632], [-4.91206, -2.77580, -4.96290], [-6.45317, -2.33229, -4.19309], [-6.23245, -3.96480, -4.86586]],
  "forces_ev_per_angstrom": [[0.58, -0.83, 0.96], [0.82, 1.86, -0.99], [3.82, -0.08, -0.65], [-3.98, -1.84, -2.32], [1.51, 1.47, -0.36], [0.79, -0.46, 1.73], [-2.37, 1.60, 0.70], [-0.25, -0.77, 0.46], [-0.60, -0.48, 0.37], [-0.49, -1.74, 0.77], [1.85, 1.53, 0.52], [0.12, -2.23, -0.16], [2.27, 0.51, -2.40], [-3.07, 0.12, 3.40], [-0.37, -0.21, -1.68], [0.34, 0.37, -1.28], [-2.01, 1.09, 3.89], [0.11, -1.64, 0.24], [2.13, -1.31, -3.91], [0.86, 6.48, 1.23], [0.22, -2.41, -2.94], [-1.24, -5.80, 1.40], [-0.73, -0.01, 0.18], [-0.44, -0.85, -0.74], [-1.12, -0.08, 0.46], [-0.45, 0.47, 0.58], [-0.46, 0.58, 0.43], [1.83, -0.57, -0.22], [-0.23, 0.28, -1.99], [-1.35, 1.35, -0.28], [0.99, 0.59, -1.26], [-0.02, 1.74, 0.10], [-0.66, -0.39, 1.40], [-0.23, -1.65, -0.91], [0.51, 0.82, -1.11], [0.80, 1.75, -0.28], [-0.05, 1.21, 1.51], [-0.58, -1.28, 1.44], [1.08, 1.03, -0.67], [0.34, 0.44, 1.66], [-0.68, -0.09, 0.08], [0.48, -0.21, 0.50], [0.08, -0.03, -0.21], [-0.26, 0.28, 0.23], [-0.02, -0.49, 0.06], [0.28, 0.19, -0.46], [-0.17, 0.31, 0.37], [-0.05, 0.05, 0.22], [-0.09, -0.09, -0.05], [0.08, -0.05, 0.09], [0.01, -0.10, -0.09], [0.08, -0.26, -0.05], [-0.03, -0.27, -0.06], [-0.04, 0.17, 0.04], [-0.05, -0.19, 0.00], [0.30, 0.39, 0.39], [-0.06, -0.21, -0.12], [-0.09, -0.54, 0.17], [0.24, 0.37, 0.24], [0.06, 0.21, 0.02], [0.07, -0.05, -0.17], [-0.18, 0.03, -0.04], [-0.02, -0.06, -0.08], [-0.19, 0.00, -0.21], [-0.06, -0.04, -0.28], [0.08, 0.04, 0.14]],
  "charge": -1,
  "e_above_lowest_ev": 0.000,
  "energy_ev": -61596.993,
  "max_force_ev_per_a": 6.7,
  "orbital_gap_ev": 5.84,
  "e_homo_ha": -0.150
}

---

{
  "formula": "C16H34OP2Pt",
  "method": "ωB97M-V/def2-TZVPD",
  "elements": ["P", "P", "C", "C", "H", "H", "H", "H", "C", "H", "H", "H", "C", "H", "H", "H", "C", "H", "H", "H", "C", "H", "H", "H", "Pt", "C", "C", "C", "C", "C", "C", "C", "C", "C", "H", "H", "H", "H", "H", "H", "H", "H", "H", "H", "H", "H", "H", "H", "H", "C", "O", "H", "H", "H"],
  "positions_angstrom": [[-0.15460, -1.88145, -1.54055], [0.13190, 2.06716, -1.55475], [-0.52269, -0.56559, -2.76021], [0.33884, 0.71472, -2.81768], [-1.58706, -0.29505, -2.68056], [-0.37698, -1.08225, -3.72474], [1.40886, 0.46088, -2.86733], [0.10754, 1.22294, -3.76620], [-1.31049, 2.87437, -2.27980], [-1.76812, 3.63193, -1.63598], [-2.06525, 2.12550, -2.53804], [-0.95917, 3.34085, -3.20777], [1.51053, 3.17856, -2.02695], [1.25296, 3.69882, -2.96189], [2.43496, 2.60708, -2.18254], [1.72732, 3.94411, -1.27032], [-1.23529, -3.23426, -2.00377], [-1.25156, -3.98635, -1.20755], [-0.85220, -3.69931, -2.92044], [-2.25558, -2.87257, -2.17592], [1.52621, -2.41688, -1.91891], [2.21574, -1.57444, -2.06735], [1.50577, -3.01836, -2.83940], [1.92158, -3.04282, -1.10745], [1.19987, -1.52345, 3.48848], [0.18591, 2.25605, 0.34071], [-1.13873, 2.04008, 0.87383], [-2.09512, 1.09762, 0.31535], [-1.91622, -0.43093, 0.47183], [-0.65360, -1.26360, 0.05314], [0.70071, -0.95883, 0.52871], [1.49293, 0.17884, 0.16274], [1.39234, 1.50368, 0.96400], [0.44722, -3.17545, 4.26199], [0.42016, 3.32046, 0.21344], [-1.35433, 2.47902, 1.85113], [-2.30116, 1.33412, -0.72272], [-3.03265, 1.29051, 0.83243], [-2.08233, -0.69902, 1.52190], [-2.76680, -0.88783, -0.06494], [-0.88023, -2.24993, 0.50774], [1.26424, -1.82432, 0.93748], [1.08535, 0.36971, -0.87489], [2.54021, -0.09252, -0.04122], [1.26747, 1.30988, 2.04867], [2.31142, 2.11082, 0.81377], [0.98962, -3.47827, 5.16197], [0.33792, -4.02660, 3.57920], [-0.54202, -2.83041, 4.55278], [0.25897, 0.37246, 4.91528], [0.70751, 0.27112, 3.56524], [0.91245, 1.08745, 5.42953], [0.26560, -0.55120, 5.52607], [-0.75992, 0.77294, 4.84247]],
  "forces_ev_per_angstrom": [[-1.39, 1.80, -0.77], [0.12, 0.49, -0.01], [0.23, 0.01, -0.71], [0.28, -0.12, -0.48], [0.24, -0.27, 0.12], [-0.21, 0.29, 0.05], [-0.31, 0.10, 0.06], [0.02, -0.16, 0.07], [-0.28, 0.38, -0.31], [0.19, -0.24, 0.07], [0.13, 0.20, 0.07], [-0.18, 0.01, 0.13], [0.34, 0.04, -0.49], [0.18, -0.24, 0.18], [-0.20, 0.08, 0.02], [-0.27, -0.37, -0.14], [-0.01, -0.50, -0.50], [0.02, 0.14, -0.11], [-0.23, -0.01, 0.14], [0.23, -0.01, 0.12], [0.43, -0.36, 0.31], [-0.35, -0.16, 0.21], [-0.13, 0.19, 0.17], [-0.13, 0.20, -0.19], [1.62, -2.57, -1.27], [-0.24, 0.09, 0.36], [-0.38, 0.71, 0.52], [0.41, -0.77, 0.86], [-0.69, -0.66, -0.84], [-0.27, -0.91, 1.34], [1.50, -1.99, 2.20], [0.74, 0.87, -1.22], [0.33, -0.01, -1.43], [-0.20, -1.09, -0.16], [0.24, 0.55, 0.94], [0.06, 0.11, -0.43], [-0.08, -0.26, -0.86], [-0.36, -0.10, -0.04], [0.41, 0.09, -0.05], [-0.04, -0.10, 0.01], [0.07, 0.28, 0.18], [-0.56, 0.59, -0.17], [0.87, 0.29, 0.92], [-0.06, -0.09, 0.50], [-0.28, 0.18, -0.73], [-0.24, -0.35, -0.03], [0.04, -0.14, 0.02], [-0.04, -0.10, 0.18], [-0.41, -0.26, 0.19], [0.04, 1.35, -0.19], [-0.88, 2.46, 0.87], [-0.20, 0.10, 0.22], [-0.10, 0.28, -0.43], [-0.03, -0.05, 0.50]],
  "charge": 0,
  "e_above_lowest_ev": 7.580,
  "multiplicity": 3,
  "energy_ev": -41003.710,
  "max_force_ev_per_a": 3.3,
  "s_squared": 2.065,
  "orbital_gap_ev": [4.87, 4.25],
  "e_homo_ha": [-0.188, -0.164]
}

---

{
  "formula": "C16H35BIN4O3",
  "method": "ωB97M-V/def2-TZVPD",
  "elements": ["C", "C", "C", "C", "C", "C", "C", "N", "C", "O", "C", "C", "O", "C", "C", "C", "N", "C", "C", "N", "N", "I", "B", "C", "O", "H", "H", "H", "H", "H", "H", "H", "H", "H", "H", "H", "H", "H", "H", "H", "H", "H", "H", "H", "H", "H", "H", "H", "H", "H", "H", "H", "H", "H", "H", "H", "H", "H", "H", "H"],
  "positions_angstrom": [[-0.90117, 3.37543, -0.21335], [-1.91718, 3.37773, -1.37239], [-3.25562, 2.77097, -0.96241], [-3.11233, 1.37112, -0.34149], [-2.55434, 0.40684, -1.38146], [-2.59832, -1.06781, -0.98204], [-2.01172, -1.37940, 0.38417], [-0.51665, -1.43233, 0.41795], [0.03522, -2.50196, -0.45871], [0.98794, -2.10817, -1.42005], [0.73431, -0.87306, -2.09587], [1.76668, -0.76659, -3.22973], [2.38736, 0.49231, -3.34432], [3.20623, 0.87580, -2.26531], [4.34574, -0.07705, -1.93140], [-0.06398, -1.55585, 1.68955], [1.16194, -1.31930, 2.01202], [2.19637, -0.86607, 1.06484], [3.46925, -0.64844, 1.84630], [3.92850, -1.65462, 2.41230], [-0.94467, -1.94859, 2.71781], [-0.36627, -3.74765, 3.56619], [-1.25943, -0.88403, 3.69181], [-1.58408, 0.59605, 3.28924], [-1.25652, -1.20666, 5.03373], [-1.44610, 3.50606, 0.71254], [-0.38570, 2.42008, -0.21371], [-0.17634, 4.16356, -0.36345], [-1.48582, 2.83310, -2.20465], [-2.09763, 4.38620, -1.72357], [-3.82825, 3.41547, -0.30481], [-3.82468, 2.61447, -1.87360], [-2.49324, 1.40509, 0.54715], [-4.11519, 1.03587, -0.08151], [-3.18091, 0.50672, -2.26315], [-1.56660, 0.69784, -1.71086], [-3.63617, -1.37935, -0.95212], [-2.15860, -1.65813, -1.77610], [-2.42198, -0.67631, 1.08953], [-2.38544, -2.35631, 0.67978], [0.54387, -3.21306, 0.18752], [-0.75060, -3.05320, -0.96561], [0.77697, -0.00192, -1.45280], [-0.25528, -0.92492, -2.54016], [1.20791, -0.88856, -4.14806], [2.46208, -1.59919, -3.19796], [3.65016, 1.81661, -2.56371], [2.64825, 1.09397, -1.35237], [5.08654, -0.15196, -2.71427], [3.96458, -1.04507, -1.62810], [4.84334, 0.32211, -1.05037], [1.49121, -1.45484, 2.95983], [1.85436, 0.01843, 0.55307], [2.39619, -1.69164, 0.39952], [3.94760, 0.32554, 1.87393], [4.79013, -1.43329, 2.91224], [-2.64791, 0.78631, 3.39761], [-1.05368, 1.25025, 3.97118], [-1.27766, 0.88221, 2.28600], [-0.35262, -1.18079, 5.38364]],
  "forces_ev_per_angstrom": [[-0.58, 0.03, -0.89], [0.06, 0.12, 0.66], [0.40, -0.84, -0.29], [-0.15, 0.31, -0.74], [-0.33, -0.25, 0.08], [0.21, 0.68, -0.01], [-0.40, -0.83, -0.94], [-0.83, -0.34, 0.08], [1.11, -0.03, -0.65], [-0.07, 0.50, 0.86], [0.22, -0.69, -0.74], [-0.63, 0.19, -0.23], [-0.14, -0.11, 0.18], [0.82, 0.04, -0.12], [-0.43, 0.27, 0.56], [-0.97, -0.17, 0.48], [0.97, 0.62, -0.62], [0.16, -0.18, 0.67], [-0.38, 0.72, -0.65], [0.75, -0.90, 1.02], [0.61, 0.80, 0.79], [-0.10, -0.13, -0.23], [-0.31, -0.02, 0.49], [0.55, -0.38, -0.51], [0.30, 0.10, -0.28], [0.19, 0.16, 0.42], [0.20, -0.20, 0.29], [0.25, 0.14, 0.21], [-0.04, -0.08, -0.29], [0.04, 0.27, -0.06], [0.04, 0.26, 0.13], [-0.43, 0.25, -0.13], [0.03, 0.01, 0.27], [-0.07, -0.15, 0.34], [-0.09, 0.01, -0.28], [0.41, 0.09, 0.13], [-0.29, -0.08, 0.16], [0.18, -0.29, -0.09], [0.34, 0.29, 0.29], [0.00, -0.21, 0.16], [0.19, -0.20, -0.06], [-0.58, 0.31, 0.17], [0.03, 0.07, 0.39], [-0.23, 0.14, 0.02], [0.08, 0.05, -0.38], [0.29, -0.09, 0.31], [-0.06, 0.31, -0.15], [-0.41, -0.10, 0.09], [0.00, -0.20, -0.30], [0.07, -0.41, -0.18], [0.21, 0.13, 0.10], [-0.17, -0.38, 0.02], [-0.21, 0.17, -0.30], [0.01, 0.08, -0.55], [-0.07, 0.27, -0.16], [-0.02, -0.18, 0.03], [-0.21, 0.05, 0.05], [-0.04, 0.19, 0.28], [-0.11, 0.05, -0.21], [-0.40, -0.24, 0.32]],
  "charge": 1,
  "energy_ev": -38033.108,
  "max_force_ev_per_a": 1.6,
  "orbital_gap_ev": 8.11,
  "e_homo_ha": -0.460
}

---

{
  "formula": "C16H35Cl10N",
  "method": "ωB97M-V/def2-TZVPD",
  "elements": ["Cl", "C", "C", "Cl", "H", "H", "H", "H", "Cl", "C", "C", "Cl", "H", "H", "H", "H", "Cl", "C", "C", "Cl", "H", "H", "H", "H", "Cl", "C", "C", "Cl", "H", "H", "H", "H", "Cl", "C", "C", "Cl", "H", "H", "H", "H", "C", "C", "N", "C", "C", "C", "C", "H", "H", "H", "H", "H", "H", "H", "H", "H", "H", "H", "H", "H", "H", "H"],
  "positions_angstrom": [[-3.38731, -1.55045, 5.78269], [-2.34231, -0.44845, 4.60669], [-0.96031, -0.44945, 5.11369], [0.00969, 0.70355, 4.19669], [-2.57831, 0.54355, 4.78269], [-2.23531, -0.92645, 3.51169], [-0.47631, -1.51745, 5.19069], [-0.90431, -0.12645, 6.25369], [1.11169, -4.87245, 0.66569], [2.66469, -5.66845, 0.05669], [3.94369, -4.75545, 0.20169], [3.79969, -3.31945, -0.77331], [2.45469, -6.05745, -0.89931], [2.94069, -6.54845, 0.54469], [4.86369, -5.12945, -0.08031], [4.16269, -4.44245, 1.10969], [-1.90631, 0.59255, -5.10931], [-1.91331, -0.88745, -4.03431], [-3.40731, -1.50745, -3.83831], [-4.58231, -0.31245, -3.45731], [-1.41231, -0.30945, -3.18231], [-1.31031, -1.51545, -4.48731], [-3.29131, -2.37245, -3.03331], [-3.60131, -2.09945, -4.88231], [3.75469, -1.13545, 0.70569], [4.87769, 0.13755, 1.02769], [5.42769, 0.93855, -0.19331], [6.54769, 2.22055, 0.35169], [5.74369, -0.27145, 1.48969], [4.45669, 0.64055, 2.04569], [4.77569, 1.43855, -0.92631], [6.09969, 0.43355, -0.53531], [-0.11331, -1.35845, -1.66731], [0.31269, -1.27745, 0.11269], [-1.00131, -1.58345, 0.89169], [-1.90731, -0.03245, 0.86969], [0.70569, -0.27645, 0.22369], [1.07969, -2.07445, 0.15669], [-0.59331, -1.53545, 1.81269], [-1.65731, -2.45745, 0.51269], [-2.68631, 3.06455, 1.52869], [-1.85031, 2.23655, 0.60369], [-1.29731, 2.96555, -0.54431], [0.01869, 2.93955, -0.97831], [0.58069, 1.61955, -0.84531], [-2.27231, 2.82755, -1.63031], [-2.11931, 3.68555, -2.89531], [-2.26031, 3.86755, 1.97469], [-2.87731, 2.69655, 2.54369], [-3.77031, 3.36055, 1.20669], [-2.12231, 1.10155, 0.24269], [-1.05731, 1.79955, 1.21669], [0.43369, 3.58855, -0.23531], [0.34669, 3.29355, -2.00931], [0.24269, 0.79955, -0.09231], [1.65269, 1.72755, -0.61331], [0.77469, 1.29355, -1.86531], [-3.37331, 2.75455, -1.30631], [-2.21531, 1.84555, -2.02831], [-1.28431, 3.28355, -3.42931], [-1.92831, 4.74555, -2.40231], [-3.08731, 3.67355, -3.55931]],
  "forces_ev_per_angstrom": [[1.10, 1.24, -1.56], [0.58, -3.82, -1.17], [2.30, -2.30, 4.31], [0.22, -0.07, -0.32], [-1.87, 1.76, -0.62], [-1.33, 1.46, 2.47], [-0.73, 2.07, -0.77], [-0.30, -0.35, -2.38], [1.46, -0.77, -0.26], [1.16, 1.92, 0.81], [-3.43, -0.92, -3.75], [-0.36, -0.65, -1.81], [-0.15, 0.50, -1.56], [-0.33, -1.37, 1.82], [1.48, -1.96, -1.14], [0.00, 1.38, 4.76], [-0.39, -0.33, -0.56], [-3.88, 4.91, 2.91], [3.39, -2.97, -1.50], [-0.55, 0.19, 0.24], [-1.34, -1.89, -0.74], [2.91, -3.36, -1.92], [-0.49, 2.04, -1.43], [0.00, 1.69, 2.50], [-0.33, 0.90, 0.15], [-0.53, 2.57, 3.02], [-7.13, 5.75, 4.70], [-0.01, 0.85, 0.73], [0.92, -0.84, -0.04], [0.71, 0.04, -3.00], [-0.12, -0.78, 0.54], [6.62, -6.56, -4.93], [0.41, -0.22, 0.55], [-1.10, -2.59, -1.79], [-0.05, -0.68, -3.25], [0.62, -9.23, 2.51], [0.44, -1.25, 0.87], [-0.49, 0.55, 0.63], [0.54, -1.16, 3.80], [1.59, 1.28, 0.95], [-4.38, -1.32, -0.16], [1.96, 1.29, -0.21], [-5.86, 1.68, -1.48], [1.40, 1.23, 1.24], [3.53, -3.02, -0.08], [-2.19, -0.84, -0.57], [-1.65, 2.31, 1.87], [2.03, 3.42, -0.13], [-0.22, -1.77, -0.28], [2.06, -0.41, 0.04], [-1.89, 7.94, -2.62], [0.61, 1.47, 0.01], [1.45, 0.74, 0.12], [-1.44, 0.18, 1.34], [-0.40, 3.38, -2.15], [0.09, 0.09, 0.59], [-0.84, -1.33, 0.01], [1.61, 0.97, 0.23], [0.36, -1.81, -0.42], [0.47, 0.36, -0.68], [-0.23, -1.64, -1.83], [1.96, 0.05, 1.38]],
  "charge": 0,
  "e_above_lowest_ev": 6.615,
  "energy_ev": -143861.429,
  "max_force_ev_per_a": 10.5,
  "orbital_gap_ev": 7.42,
  "e_homo_ha": -0.262
}